(1)
128
Properties=species:S:1:pos:R:3:forces:R:3:mulliken_charge:R:1 method="wB97M-V/def2-TZVPD" spin_multiplicity=1 total_charge=+1
C 2.624820 6.733985 -0.770893 0.28 -0.77 -0.15 -0.948
C 2.907620 5.262988 -1.113666 0.06 -0.05 -0.11 -0.566
P 2.522096 4.106092 0.251065 0.62 0.43 0.49 -0.053
C 3.091143 2.508627 -0.367727 0.05 -0.13 0.37 -1.119
C 0.648416 4.127822 0.544850 -0.55 0.17 -0.46 3.176
C 0.260233 5.188863 1.569102 0.16 0.23 -0.38 0.413
C 1.314984 5.566831 2.572042 -0.51 0.23 1.50 -0.990
N 1.834115 4.473931 3.380260 0.43 -0.10 -0.85 -0.059
C 0.188423 4.498002 -0.872007 -0.36 0.04 -0.03 -2.303
O -0.113193 5.601303 -1.272513 0.46 -0.06 -0.06 -0.618
N 0.226647 3.327723 -1.589011 -0.35 0.01 -0.11 0.704
C -0.435253 2.271333 -0.773933 0.52 0.89 0.42 -0.230
C 0.009747 0.837718 -0.932045 0.07 -0.28 -0.52 -1.216
C -0.240576 0.101519 -2.250121 0.19 -0.20 0.54 0.490
C 0.957834 0.284142 -3.170283 -0.70 0.55 -0.47 -1.550
O -0.439955 -1.234338 -1.815006 -0.31 0.11 -0.23 -0.352
C -0.233549 -2.263522 -2.767474 -0.01 -0.33 0.20 -1.490
C 1.140823 -2.867440 -2.606545 0.00 0.08 -0.11 1.340
C 1.587168 -3.889035 -3.432106 -0.21 -0.05 -0.13 -0.679
C 2.846055 -4.442284 -3.254328 0.23 -0.19 0.03 -0.821
C 3.688793 -3.985272 -2.252989 0.08 0.04 -0.16 -0.905
C 3.242623 -2.961344 -1.435909 0.17 -0.05 0.25 -1.307
C 1.985517 -2.421055 -1.601941 0.08 0.21 0.16 0.612
P -2.309803 2.403385 -1.029156 -0.26 -0.84 0.52 0.057
N -2.586250 3.886077 -0.174090 -0.33 0.00 -0.48 -0.551
O -2.388065 2.822344 -2.600399 0.13 0.33 -0.05 -0.532
C 0.012360 2.709030 0.667596 0.72 -0.58 0.41 -0.088
C -1.001413 2.364894 1.773073 0.46 -0.52 -0.42 -1.081
C -0.371599 1.737541 3.012443 -1.43 1.25 0.25 -2.070
C -1.235945 2.071936 4.273639 1.15 0.38 0.13 -0.588
C -0.357733 2.303616 5.521656 -0.24 0.34 0.09 -0.946
C -0.319514 3.754141 6.013696 0.01 -0.05 0.35 -0.306
C -1.688173 4.430579 6.217152 0.18 -0.02 -0.14 -0.627
C -1.747576 5.798512 5.561412 0.21 -0.14 0.23 -0.842
O -1.588150 5.706195 4.142953 -0.08 0.00 -0.07 -0.050
C -2.775954 5.951554 3.407224 0.06 -0.14 -0.16 -0.553
H 2.584487 7.293165 -1.700564 -0.08 0.37 0.17 0.329
H 1.710434 6.865817 -0.201567 -0.13 0.21 -0.12 0.234
H 3.498276 7.128108 -0.225792 0.12 0.51 0.09 0.270
H 3.988256 5.141966 -1.240221 0.04 -0.12 -0.20 0.589
H 2.472497 4.974195 -2.069256 -0.22 -0.01 0.03 0.372
H 2.617608 2.239206 -1.307555 0.00 0.02 -0.09 0.141
H 2.899152 1.741577 0.380783 -0.04 -0.11 -0.05 0.307
H 4.174547 2.556916 -0.470822 0.05 0.06 -0.17 0.623
H 0.005401 6.090044 1.004853 -0.13 0.07 0.07 0.700
H -0.627513 4.935054 2.140462 -0.04 -0.26 -0.03 -1.207
H 2.110751 6.148548 2.062810 -0.93 0.33 -0.35 -0.332
H 0.865642 6.279281 3.268668 0.01 0.20 -0.12 0.673
H 1.784000 3.594332 2.874928 -0.12 -0.06 0.04 0.190
H 2.817025 4.562477 3.617755 0.03 -0.03 0.71 0.248
H -0.070854 3.431795 -2.551606 -0.01 -0.19 -0.06 0.587
H -0.506393 0.266004 -0.156738 -0.06 0.00 0.06 0.272
H 1.079906 0.742099 -0.742007 0.02 0.03 0.19 -0.074
H -1.157349 0.459014 -2.734118 0.00 0.05 -0.12 0.474
H 0.695439 0.009629 -4.182850 0.14 -0.18 -0.13 0.513
H 1.166342 1.356652 -3.225253 0.27 0.01 0.05 0.403
H 1.827633 -0.279710 -2.852440 0.09 0.09 0.12 0.275
H -0.412496 -1.925640 -3.789472 0.02 0.11 -0.06 0.398
H -0.988072 -3.024137 -2.558241 -0.08 0.00 0.00 0.528
H 0.946429 -4.273893 -4.215953 -0.09 0.02 -0.07 0.493
H 3.176171 -5.253295 -3.889341 -0.06 -0.05 -0.10 0.488
H 4.694641 -4.360254 -2.029243 -0.04 -0.08 -0.01 0.731
H 3.898122 -2.618382 -0.647875 0.13 -0.06 0.03 0.487
H 1.677941 -1.629224 -0.932941 -0.19 0.01 0.01 0.175
H -3.432269 3.722591 0.364254 0.01 0.14 0.15 0.308
H -2.829856 4.642254 -0.810623 0.22 0.16 0.09 0.260
H -2.118580 3.727875 -2.805903 -0.06 0.01 -0.14 0.347
H 0.853933 2.064039 0.937520 -0.09 -0.32 -0.31 0.554
H -1.637953 1.595586 1.318860 -0.25 0.06 0.11 1.045
H -1.679147 3.158628 2.066565 0.08 0.23 -0.08 0.184
H -0.348830 0.488597 2.742969 0.22 1.49 0.06 0.196
H 0.679944 1.961969 3.183429 0.14 -0.18 -0.05 1.281
H -1.885511 1.249270 4.520886 -0.51 0.52 -0.31 0.860
H -1.844451 2.945399 4.051768 0.08 0.18 0.00 0.094
H 0.663013 1.974712 5.320314 0.07 -0.07 0.04 0.454
H -0.705851 1.678880 6.343815 -0.08 -0.08 -0.02 0.376
H 0.308632 4.360676 5.362160 -0.11 0.00 -0.19 -0.213
H 0.180391 3.749998 6.984057 0.17 0.01 -0.02 0.464
H -2.502238 3.813291 5.836591 -0.08 -0.03 -0.01 0.285
H -1.865656 4.559342 7.284100 -0.15 0.03 0.05 0.471
H -0.918808 6.400681 5.939760 0.00 0.14 0.00 0.314
H -2.677568 6.305917 5.816157 -0.05 0.11 -0.09 0.519
H -2.823682 6.989762 3.074489 -0.10 0.11 0.11 0.233
H -3.667909 5.699894 3.979578 -0.05 0.04 0.06 0.446
H -2.772047 5.319470 2.516964 0.05 -0.04 -0.05 -0.033
Ca 4.006631 6.090369 1.885423 0.43 -0.84 -0.48 1.618
C 0.357134 -4.688620 0.315895 0.13 0.26 0.04 0.084
C 1.282455 -5.293071 1.349258 0.04 -0.28 -0.14 -0.322
O 0.498362 -5.248633 2.568723 -0.02 0.23 -0.04 -0.342
S -1.045368 -5.459497 2.235058 0.21 0.17 -0.06 1.072
O -1.395000 -6.819181 2.441510 -0.18 -0.06 -0.01 -0.569
O -1.789909 -4.417256 2.848058 0.00 -0.03 0.14 -0.576
O -0.949332 -5.192110 0.672813 0.15 -0.13 -0.07 -0.320
H 0.331271 -3.600218 0.376351 0.01 -0.01 0.00 0.055
H 0.603223 -4.989966 -0.698273 -0.14 -0.09 -0.03 0.189
H 2.203291 -4.733765 1.481095 -0.05 0.06 0.18 0.361
H 1.518367 -6.334077 1.129744 -0.01 0.00 -0.02 0.308
C -5.669699 -6.929251 -2.047571 0.28 0.01 -0.06 -0.505
C -4.725494 -7.781165 -2.428112 -0.11 0.10 -0.02 -0.418
C -3.424018 -7.869789 -1.715530 0.10 0.04 -0.07 0.028
O -2.555895 -8.639462 -2.062207 -0.05 -0.01 0.01 -0.546
C -3.223877 -6.972011 -0.546696 -0.09 -0.01 0.01 -0.192
C -4.168452 -6.125808 -0.158507 0.15 -0.07 0.00 -0.117
C -5.476882 -6.028252 -0.872236 -0.25 0.03 0.10 0.241
O -6.314342 -5.242194 -0.504833 0.07 0.02 -0.01 -0.511
H -6.651059 -6.863255 -2.580531 -0.42 -0.33 -0.06 0.504
H -4.860012 -8.447722 -3.270562 -0.04 -0.09 0.06 0.482
H -2.272821 -7.050627 -0.040858 0.01 -0.10 -0.01 0.762
H -4.043567 -5.459994 0.688029 -0.05 0.02 -0.01 0.475
Br -0.905112 -0.610042 3.820124 0.16 -3.50 0.22 -0.239
N 1.692441 -0.880697 -8.332586 0.36 0.12 0.01 -0.346
S 2.251967 -0.870924 -6.891821 -1.18 0.47 0.20 1.194
O 2.772367 0.349191 -6.385561 0.41 -0.22 0.11 -0.576
O 3.015243 -2.089191 -6.549495 0.44 -0.01 0.12 -0.348
F 0.927182 -1.085275 -6.109939 0.01 -0.42 -0.16 -0.192
S 2.786466 -0.672679 -9.470634 0.33 0.61 -0.15 1.093
O 2.195322 -0.384461 -10.716516 -0.20 -0.45 0.00 -0.544
O 3.867286 -1.611976 -9.346986 0.04 -0.13 0.16 -0.540
F 3.449906 0.693985 -9.027390 0.04 -0.06 -0.07 -0.232
Al 4.894475 -2.527698 -6.884353 -0.24 -0.03 -0.20 0.504
O -3.276270 -10.343990 1.385382 -0.02 0.09 -0.01 -0.628
H -3.484901 -10.223767 0.453728 0.03 -0.06 -0.03 0.309
H -3.164360 -9.450638 1.725911 0.03 0.00 0.03 0.326
F 5.800640 -4.165801 -0.672646 0.11 0.10 0.12 -0.728
F -7.898331 -7.842255 -2.925965 0.36 0.33 0.05 -0.548
O 2.221514 -6.392995 4.765204 -0.05 0.00 0.03 -0.622
H 2.063519 -7.154334 5.330873 0.04 -0.03 0.00 0.312
H 1.395337 -6.267462 4.286497 0.02 0.03 -0.03 0.357

(2)
50
Properties=species:S:1:pos:R:3:forces:R:3:mulliken_charge:R:1 method="wB97M-V/def2-TZVPD" spin_multiplicity=1 total_charge=-1
O 1.261732 -4.041635 -1.438650 0.03 0.15 0.17 -0.519
C 0.598741 -4.747353 -0.392064 0.02 0.02 -0.14 -0.476
C 1.158214 -4.306742 0.931496 0.17 0.14 0.06 -0.245
O 0.440070 -4.996643 1.929582 -0.26 -0.12 -0.02 -0.335
C 1.035239 -4.929849 3.193819 0.36 -0.21 -0.17 -0.552
O 0.972286 -3.647577 3.679023 -0.44 0.31 0.13 -0.181
C 1.630949 -3.532431 4.966579 0.78 0.07 -0.30 -0.979
In 3.853961 -3.154342 4.817929 0.09 0.07 0.07 0.601
H 1.333822 -4.618071 -2.196526 0.00 -0.11 -0.17 0.309
H 0.749884 -5.820425 -0.482286 -0.01 -0.22 -0.08 0.317
H -0.470409 -4.546195 -0.422913 -0.23 0.00 0.00 0.220
H 1.066132 -3.228370 1.049556 -0.02 0.20 0.01 0.253
H 2.221661 -4.543686 0.978035 0.18 -0.06 0.09 0.341
H 2.082779 -5.258060 3.123746 0.15 -0.03 0.04 0.365
H 0.487122 -5.631137 3.830384 -0.17 -0.08 0.09 0.331
H 1.173283 -2.683816 5.459250 -0.23 0.13 0.13 0.290
H 1.438674 -4.431930 5.551288 -0.27 -0.16 0.18 0.381
H 4.667701 -3.968464 6.191521 -0.08 -0.01 -0.10 -0.363
H 4.428198 -3.782333 3.250506 -0.05 0.00 0.07 -0.352
H 4.140152 -1.398130 4.963128 -0.05 -0.11 -0.05 -0.356
C -1.657478 1.219800 -1.020269 0.03 -0.13 -0.04 -0.858
C -2.472596 1.532670 0.215619 -0.02 0.23 -0.04 -0.207
O -2.938606 0.347347 0.869533 -0.09 0.08 0.16 -0.417
C -2.015934 -0.277664 1.621269 0.22 -0.47 -0.70 0.776
O -0.882084 0.091129 1.772863 -0.05 0.17 0.28 -0.562
O -2.545713 -1.410463 2.055539 -0.13 0.05 0.23 -0.401
C -1.644022 -2.270472 2.785035 0.02 -0.03 0.08 -0.354
H -2.227530 0.585397 -1.701270 -0.02 0.04 -0.02 0.280
H -1.393766 2.143852 -1.537845 -0.01 0.02 0.02 0.112
H -0.737431 0.700084 -0.759268 0.01 0.02 0.04 0.375
H -3.382187 2.071982 -0.047263 -0.03 -0.02 0.02 0.271
H -1.904372 2.137470 0.921451 0.05 -0.03 0.00 0.324
H -1.190071 -1.743241 3.618664 0.04 0.04 -0.02 0.301
H -0.862939 -2.654746 2.138593 0.02 0.07 -0.03 0.032
H -2.255519 -3.090804 3.145934 -0.02 0.00 -0.01 0.274
C 0.925944 7.437960 -4.824832 -0.14 0.00 0.04 -1.072
C 1.337330 6.114921 -4.217439 0.23 0.02 -0.08 -0.210
O 0.312125 5.568521 -3.373315 0.08 -0.19 0.06 -0.354
C -0.685159 4.957800 -4.007072 -0.43 0.81 -0.03 0.800
O -0.810751 4.849845 -5.200136 0.15 -0.32 -0.02 -0.565
O -1.589237 4.597487 -3.097004 0.09 -0.26 0.06 -0.332
C -2.757587 3.972438 -3.632341 -0.10 -0.08 0.04 -0.682
H 0.641181 8.141987 -4.042342 0.04 0.01 0.00 0.289
H 1.758879 7.861541 -5.386024 0.03 0.00 0.00 0.351
H 0.083337 7.312060 -5.502763 0.01 -0.03 -0.02 0.308
H 2.190142 6.241855 -3.554408 -0.01 -0.02 0.04 0.295
H 1.598341 5.385082 -4.982398 -0.05 0.00 -0.03 0.315
H -2.491218 3.117443 -4.249007 0.02 0.01 -0.05 0.321
H -3.337420 4.683815 -4.217904 0.05 0.01 -0.06 0.359
H -3.335849 3.642091 -2.775005 0.03 0.02 0.04 0.182

In eV, the LUMO values for the records above are, in order, -7.5, 2.1.
In Ha, the DFT total energy values for the records above are, in order, -8563.102499, -1341.256949.
In eV Å⁻¹, the largest force on an atom values for the records above are, in order, 3.52, 0.92.